Molecular formula: C2H3Br3O2
Method: DFT, ωB97M-V/def2-TZVPD

Computed properties:
E_HOMO (alpha / beta)   -9.47 / -9.47 eV
Gap between HOMO and LUMO (alpha / beta)   0.2598 / 0.2597 Ha
Lowest unoccupied orbital energy (alpha / beta)   -2.4 / -2.4 eV

Each line ends with the Löwdin charge.
Atoms and positions in Å:
C  -0.44  0.28  0.20  -0.7073
C  -1.80  -0.27  -0.39  -1.2235
O  0.30  -0.52  1.00  -0.0392
O  0.27  0.90  -0.76  -0.0411
Br  -2.43  0.68  -1.80  0.8360
Br  -0.36  -2.09  -1.96  0.0174
Br  -3.00  -1.32  0.53  0.8061
H  -0.72  1.15  1.01  0.2184
H  0.81  -1.31  0.57  0.1350
H  0.44  0.44  -1.54  -0.0018

---

Molecular formula: C4H9NO
Method: DFT, ωB97M-V/def2-TZVPD

Computed properties:
Structure (SMILES)   C=CC(=C)N.O
E_HOMO   -7.70 eV
Gap between HOMO and LUMO   0.3136 Ha
Lowest unoccupied orbital energy   0.8 eV

Each line ends with the Löwdin charge.
Atoms and positions in Å:
C  2.65  0.42  -0.30  0.0054
C  1.53  0.19  0.39  -0.1518
C  0.19  0.56  -0.12  -0.4651
C  -0.54  1.28  0.77  0.0123
N  -0.15  0.16  -1.39  0.0825
H  3.65  0.43  0.00  0.0262
H  2.62  0.88  -1.33  0.0794
H  1.64  -0.16  1.41  0.1030
H  -0.21  1.87  1.70  0.0966
H  -1.50  1.14  0.58  -0.0188
H  -1.13  -0.08  -1.63  0.1032
H  0.57  -0.48  -1.87  0.1226
O  -2.74  -1.84  0.61  0.0160
H  -2.79  -2.64  0.13  0.0106
H  -2.85  -1.99  1.49  -0.0221

---

Molecular formula: C4H8N3S
Method: DFT, ωB97M-V/def2-TZVPD

Computed properties:
E_HOMO   -13.39 eV
Gap between HOMO and LUMO   0.3607 Ha
Charge   +1
Lowest unoccupied orbital energy   -3.6 eV

Each line ends with the Löwdin charge.
Atoms and positions in Å:
C  -0.94  -1.69  0.21  -0.2297
C  -0.51  3.05  1.41  0.0780
C  -1.65  -2.70  -0.16  0.0817
C  0.52  0.04  -0.40  -0.6503
N  -0.44  -0.69  -0.64  0.0785
N  0.00  2.55  0.52  0.0883
N  1.03  1.00  -1.33  0.1573
S  1.66  -0.04  1.12  0.7767
H  -0.41  -1.49  1.20  0.0912
H  -0.95  3.47  2.32  0.1127
H  -1.74  -3.55  0.47  0.0697
H  -2.12  -2.70  -1.14  0.0825
H  2.02  0.88  -1.32  0.1298
H  0.65  1.91  -0.85  0.0928
H  0.53  1.10  -2.19  0.1691
H  2.34  -1.12  0.78  -0.1283

---

Molecular formula: BBrFI
Method: DFT, ωB97M-V/def2-TZVPD

Computed properties:
Structure (SMILES)   FB(Br)I
E_HOMO   -10.22 eV
Gap between HOMO and LUMO   0.3645 Ha
Lowest unoccupied orbital energy   -0.3 eV

Each line ends with the Löwdin charge.
Atoms and positions in Å:
F  0.71  -1.31  0.09  0.0268
B  0.19  -0.07  -0.02  -1.3580
Br  0.39  1.14  1.55  0.5883
I  -1.29  0.24  -1.62  0.7429

---

Molecular formula: C29H28F40O7S
Method: DFT, ωB97M-V/def2-TZVPD

Computed properties:
Structure (SMILES)   FC(F)C(F)(F)COC(F)(F)C(F)F.FC(F)C(F)(F)COC(F)(F)C(F)F.FC(F)C(F)(F)COC(F)(F)C(F)F.FC(F)C(F)(F)COC(F)(F)C(F)F.FC(F)C(F)(F)COC(F)(F)C(F)F.O=S1(=O)CCCC1
E_HOMO   -10.13 eV
Gap between HOMO and LUMO   0.3889 Ha
Lowest unoccupied orbital energy   0.5 eV

Each line ends with the Löwdin charge.
Atoms and positions in Å:
F  13.34  13.28  -10.64  0.1356
C  12.88  12.11  -10.32  -0.3237
F  11.62  11.92  -10.86  0.0681
C  13.88  10.90  -10.52  -0.4227
F  13.91  10.73  -11.91  0.0661
F  13.54  9.79  -9.92  0.1776
C  15.33  11.27  -10.12  -0.0716
O  16.17  10.14  -10.03  0.0228
C  16.79  9.91  -8.77  -0.3939
F  17.48  10.98  -8.23  0.1219
F  15.75  9.62  -7.91  0.1088
C  17.80  8.69  -9.04  -0.3094
F  18.84  8.65  -8.17  0.0810
F  17.39  7.50  -9.39  0.1322
H  12.67  12.20  -9.25  0.1626
H  15.16  11.70  -9.14  0.1355
H  15.71  12.10  -10.72  0.1485
H  18.33  8.83  -9.99  0.1640
F  17.84  16.74  -14.93  0.1053
C  17.68  16.04  -13.83  -0.3331
F  16.66  15.19  -13.98  0.1031
C  19.05  15.23  -13.55  -0.3490
F  18.74  14.33  -12.54  0.0755
F  19.82  16.19  -12.96  0.0892
C  19.76  14.50  -14.76  0.0018
O  18.88  13.42  -15.34  0.0170
C  19.27  12.13  -14.86  -0.6025
F  20.50  12.10  -14.76  0.2303
F  18.70  11.85  -13.65  0.1469
C  18.92  11.03  -15.85  -0.2459
F  19.84  10.05  -15.90  0.1111
F  17.77  10.40  -15.44  0.0575
H  17.48  16.79  -13.06  0.1668
H  20.81  14.31  -14.56  0.1373
H  20.05  15.14  -15.59  0.1375
H  18.68  11.30  -16.88  0.1500
F  11.75  4.59  -15.49  0.1303
C  10.63  3.94  -15.38  -0.3666
F  10.85  3.01  -14.43  0.1064
C  9.28  4.66  -15.30  -0.4349
F  8.16  4.01  -15.48  0.1803
F  9.36  5.67  -16.26  0.0785
C  9.20  5.50  -13.95  -0.0122
O  8.08  6.43  -14.01  0.0142
C  8.32  7.79  -13.78  -0.5124
F  9.30  8.02  -12.83  0.1287
F  8.72  8.34  -14.92  0.1453
C  6.92  8.38  -13.44  -0.2574
F  6.35  7.57  -12.51  0.0872
F  7.01  9.65  -12.91  0.0882
H  10.61  3.55  -16.40  0.1692
H  10.20  5.92  -13.90  0.1236
H  8.98  4.81  -13.14  0.1461
H  6.31  8.28  -14.34  0.1722
F  12.02  8.02  -17.94  0.1008
C  11.12  9.03  -17.82  -0.2381
F  10.05  8.39  -17.17  0.0381
C  11.63  10.37  -17.33  -0.4872
F  10.71  11.31  -16.95  0.1134
F  12.37  10.96  -18.23  0.1584
C  12.47  10.19  -16.04  -0.0616
O  13.56  9.35  -16.41  -0.0270
C  14.75  9.20  -15.53  -0.5376
F  15.24  10.34  -15.63  0.2332
F  14.30  9.07  -14.27  0.1491
C  15.58  7.99  -15.84  -0.3384
F  15.95  7.80  -17.10  0.1318
F  16.69  7.98  -15.12  0.1335
H  10.63  9.33  -18.75  0.1642
H  11.88  9.85  -15.19  0.1474
H  12.86  11.20  -15.88  0.1367
H  14.93  7.17  -15.54  0.1652
F  19.05  2.22  -12.41  0.0646
C  18.29  2.72  -13.45  -0.2709
F  17.64  1.63  -13.93  0.0968
C  17.39  3.95  -13.19  -0.4754
F  17.17  4.54  -14.35  0.1412
F  17.98  4.88  -12.41  0.1300
C  16.06  3.55  -12.45  -0.0216
O  15.31  4.56  -11.70  0.0247
C  14.46  5.42  -12.45  -0.4818
F  14.99  6.67  -12.22  0.1180
F  14.41  5.19  -13.77  0.1501
C  13.04  5.45  -11.81  -0.3229
F  12.28  6.42  -12.35  0.1074
F  12.49  4.26  -11.98  0.1291
H  19.07  3.15  -14.07  0.1674
H  16.19  2.76  -11.71  0.1490
H  15.51  3.13  -13.29  0.1345
H  13.23  5.66  -10.76  0.1738
O  17.59  14.56  -20.12  -0.3370
S  17.15  13.42  -19.32  0.7142
O  17.92  12.25  -19.04  -0.3344
C  16.71  14.01  -17.61  -0.2016
C  15.26  14.45  -17.70  -0.2023
C  14.51  13.54  -18.67  -0.2283
C  15.39  13.10  -19.80  -0.2107
H  17.43  14.81  -17.44  0.0954
H  17.03  13.13  -17.05  0.0737
H  14.75  14.32  -16.74  0.1138
H  15.23  15.50  -18.01  0.1210
H  13.54  13.92  -19.01  0.1219
H  14.20  12.61  -18.19  0.0924
H  15.16  13.51  -20.79  0.1006
H  15.29  12.03  -19.98  0.0966

---

Total energy list, top to bottom, in eV: -216342.497, -7828.968, -19574.016, -81539.754, -164388.086
ΔE to the lowest compared entry with this formula, charge and spin list, top to bottom, in eV: 1.831, 3.352, 3.239, 0.000, 5.965